Entry 1:
Entry from the Open Molecules 2025 dataset: the ion C3H3OS2 with charge -1 in a non-equilibrium geometry (the ωB97M-V functional and the def2-TZVPD basis).

Each atom is followed by the atoms it is bonded to, with distances in Å.
Element x y z (Å)
1 S -1.592 -0.004 1.465  C6 1.650
2 S -0.475 0.667 -2.089  C4 1.626
3 O -0.667 2.301 0.738  C6 1.202
4 C -0.133 0.322 -0.537  S2 1.626, C5 1.443, C6 1.508
5 C 0.688 -0.807 -0.172  C4 1.443, H7 1.191, H8 1.122, H9 1.056
6 C -0.738 1.109 0.598  S1 1.650, O3 1.202, C4 1.508
7 H 1.807 -0.940 -0.557  C5 1.191
8 H 0.757 -0.865 0.946  C5 1.122
9 H 0.351 -1.783 -0.393  C5 1.056

## Properties
Total charge ... -1
Lowest unoccupied orbital energy ... 3.56 eV
Molar mass ... 119.190 g mol⁻¹
Total energy ... -26878.2612 eV
Energy above the lowest of the compared OMol25 structures with the same formula, charge and spin ... 72.2 kJ/mol
Highest occupied orbital energy ... -3.73 eV

Entry 2:
Entry from the Open Molecules 2025 dataset: the molecule C3H8N2O in a non-equilibrium geometry (the ωB97M-V functional and the def2-TZVPD basis).

Each atom is followed by the atoms it is bonded to, with distances in Å.
Element x y z (Å)
1 O -0.509 2.076 -0.763  C6 1.220
2 N 0.147 -0.134 -0.379  C4 1.508, C5 1.695, C6 1.353
3 N -0.778 0.970 1.291  C6 1.428, H12 0.999, H14 1.005
4 C 0.642 -0.319 -1.791  N2 1.508, H8 1.099, H10 1.108, H11 1.097
5 C 0.139 -1.099 1.016  N2 1.695, H7 1.091, H9 1.071, H13 1.127
6 C -0.375 1.077 -0.075  O1 1.220, N2 1.353, N3 1.428
7 H 1.107 -0.923 1.486  C5 1.091
8 H 1.712 -0.556 -1.864  C4 1.099
9 H 0.010 -2.069 0.580  C5 1.071
10 H 0.502 0.623 -2.358  C4 1.108
11 H 0.087 -1.088 -2.344  C4 1.097
12 H -0.344 1.627 1.906  N3 0.999
13 H -0.566 -1.084 1.896  C5 1.127
14 H -1.774 0.898 1.397  N3 1.005

## Properties
Total charge ... 0
Lowest unoccupied orbital energy ... 0.78 eV
Molar mass ... 88.110 g mol⁻¹
Total energy ... -8266.5377 eV
Energy above the lowest of the compared OMol25 structures with the same formula, charge and spin ... 269.0 kJ/mol
Highest occupied orbital energy ... -8.88 eV

The highest total energy belongs to which entry? C3H8N2O